C38H55F21O34S5 | wB97M-V/def2-TZVPD

Properties
ΔE to the lowest compared entry with this formula, charge and spin = 194.50 kcal/mol
HOMO energy = -10.778 eV
HOMO-LUMO gap = 0.396 Ha
2S+1 = 1

Structure (XYZ):
```
153
Properties=species:S:1:pos:R:3:forces:R:3
C 9.913 1.344 -6.755 0.5 1.0 -0.4
C 10.522 1.880 -5.467 -0.9 0.1 0.5
O 9.491 2.349 -4.561 -1.9 3.0 0.5
C 8.926 3.650 -4.716 3.3 0.2 -3.6
O 9.126 4.372 -5.721 -1.1 -2.7 3.7
C 8.269 4.189 -3.390 0.8 -1.6 -2.9
F 8.660 5.454 -3.275 -1.0 -0.1 0.5
F 6.956 3.978 -3.506 -0.3 1.1 0.4
F 8.697 3.459 -2.405 0.4 -0.1 1.7
H 9.112 0.632 -6.558 0.5 -0.4 0.0
H 10.744 1.026 -7.385 -0.1 -0.9 0.1
H 9.463 2.095 -7.405 -0.1 0.5 0.5
H 11.298 2.644 -5.519 -0.2 0.2 -0.6
H 10.948 1.087 -4.853 0.0 -0.2 -0.3
C -11.061 6.895 1.719 1.0 0.5 -1.2
C -9.890 7.730 2.283 -2.2 0.0 0.3
O -8.768 6.860 2.229 1.2 -0.9 -1.0
C -7.914 6.646 3.213 -1.4 2.6 2.6
O -8.097 7.200 4.301 1.4 -1.8 -1.9
C -6.644 5.750 2.870 -2.2 0.8 1.9
F -5.716 6.585 2.363 -0.5 -1.5 -1.0
F -6.165 5.357 4.056 0.1 -0.5 -0.6
F -7.075 4.641 2.182 1.6 1.7 0.1
H -10.813 6.658 0.685 -0.2 -0.1 -0.2
H -11.987 7.471 1.706 0.0 -0.2 0.3
H -11.139 5.930 2.219 -0.2 0.3 0.4
H -10.304 8.111 3.216 1.2 -0.6 0.9
H -9.682 8.673 1.777 0.3 -0.4 -0.7
C -10.824 -6.133 -4.588 -1.0 1.6 -0.3
C -9.891 -7.092 -5.242 -0.9 -0.7 0.0
O -8.592 -6.947 -4.665 1.1 -0.6 -1.0
C -7.518 -7.579 -5.194 -2.8 -2.3 -2.5
O -7.490 -8.399 -6.135 -0.3 2.9 3.1
C -6.291 -7.191 -4.444 0.7 1.2 0.7
F -5.607 -8.243 -4.111 0.5 -1.3 1.0
F -5.508 -6.546 -5.328 -0.2 1.0 0.6
F -6.558 -6.455 -3.292 0.8 -0.8 -2.0
H -11.799 -6.311 -5.042 -0.3 -0.5 0.5
H -10.741 -5.075 -4.834 0.9 0.1 -0.3
H -10.858 -6.107 -3.499 0.0 -0.8 -0.1
H -9.962 -7.059 -6.330 0.8 0.6 -0.1
H -10.334 -8.073 -5.071 0.7 -0.4 0.5
C 5.149 9.688 3.445 0.3 1.2 1.4
C 3.777 9.486 2.866 0.2 -0.3 -0.3
O 2.956 8.987 3.990 -0.7 -1.7 -0.6
C 2.567 7.673 3.925 1.4 -0.6 -2.5
O 2.816 6.922 2.972 -0.9 1.9 3.0
C 1.738 7.225 5.201 1.8 -1.7 -0.3
F 2.468 7.100 6.327 0.7 0.2 -0.4
F 0.807 8.044 5.450 -2.4 2.7 0.4
F 1.168 6.040 5.014 0.2 -0.6 -0.7
H 5.529 8.874 4.061 -0.1 -0.5 -0.5
H 5.006 10.471 4.190 0.1 0.2 0.2
H 5.953 10.094 2.831 -0.3 -0.4 -0.6
H 3.797 8.855 1.977 -0.4 -0.6 0.5
H 3.316 10.414 2.528 0.0 0.1 0.4
C 7.985 -4.539 -1.878 -1.0 -0.7 1.3
C 8.060 -5.861 -2.612 0.1 0.2 -1.2
O 7.646 -7.037 -1.878 0.7 -0.6 1.3
C 8.583 -7.819 -1.326 3.7 2.4 -1.5
O 9.832 -7.603 -1.445 -5.2 -1.5 0.9
C 7.953 -9.015 -0.554 1.2 0.4 0.7
F 8.653 -9.017 0.641 -1.7 -0.4 -1.1
F 6.589 -8.918 -0.358 2.6 -0.5 -0.2
F 8.302 -10.139 -1.215 -1.0 0.5 0.6
H 8.454 -3.715 -2.417 0.0 -0.3 0.0
H 8.441 -4.693 -0.901 0.5 0.3 -0.1
H 6.964 -4.278 -1.601 -0.2 0.2 -0.4
H 9.093 -5.918 -2.955 -0.2 -0.8 -0.1
H 7.352 -5.967 -3.435 0.3 0.7 -0.3
C -14.250 -0.946 1.154 -0.2 0.0 0.5
C -13.283 -1.396 2.258 -1.9 -0.2 -0.6
O -12.085 -1.712 1.583 3.1 0.3 0.0
C -11.207 -0.762 1.145 -3.2 2.9 2.0
O -11.465 0.443 1.114 1.0 -3.0 0.0
C -9.854 -1.329 0.801 1.3 0.3 -1.4
F -9.422 -0.608 -0.293 -0.2 -1.1 1.1
F -8.904 -1.234 1.754 -0.9 0.3 -0.3
F -9.964 -2.615 0.498 0.2 -0.1 -0.4
H -14.172 -1.610 0.292 0.0 -0.1 0.1
H -13.964 0.056 0.835 -0.2 0.0 0.0
H -15.287 -0.955 1.487 0.0 0.1 0.1
H -13.566 -2.323 2.756 -0.1 -0.3 -0.6
H -13.292 -0.734 3.124 1.0 0.8 -0.4
C 1.554 -6.479 1.208 0.5 1.3 -1.3
C 1.957 -6.236 2.622 -0.7 -0.6 -0.1
O 3.391 -6.069 2.753 0.6 0.2 -0.9
C 4.032 -6.482 3.812 -1.4 -2.1 3.5
O 3.517 -7.161 4.713 1.5 1.5 -2.0
C 5.513 -5.947 4.042 -0.9 0.0 -2.2
F 6.280 -6.806 4.678 -0.2 -0.1 0.2
F 6.101 -5.641 2.856 -0.1 -0.4 0.2
F 5.432 -4.807 4.695 0.0 0.5 0.9
H 0.478 -6.324 1.130 -0.1 -0.2 0.1
H 1.818 -7.453 0.795 0.1 0.0 0.2
H 1.996 -5.687 0.603 0.1 -0.2 -0.5
H 1.503 -7.126 3.057 0.8 0.4 1.5
H 1.531 -5.287 2.951 -0.1 -0.3 0.4
C 10.973 -0.146 5.257 -0.1 -0.5 -2.5
C 11.151 -0.025 3.693 1.4 0.1 0.2
O 9.900 0.266 3.144 -2.7 1.4 1.1
S 8.868 1.014 4.281 1.0 2.5 -0.2
O 7.674 0.206 4.435 2.0 1.2 -0.4
O 8.766 2.510 4.107 0.3 -5.0 0.2
O 9.955 0.816 5.502 -1.2 0.2 -0.1
H 11.868 0.109 5.823 -0.3 0.1 -0.1
H 10.651 -1.175 5.413 -0.2 0.1 0.7
H 11.479 -0.896 3.125 0.0 -0.5 0.7
H 11.882 0.728 3.400 -0.1 0.5 0.3
C -2.516 -2.729 6.686 -1.0 -1.6 1.1
C -3.341 -1.490 6.938 0.9 1.5 0.0
O -2.406 -0.526 7.453 1.6 0.2 0.7
S -1.048 -1.199 8.113 -1.3 0.3 -0.3
O -1.320 -1.443 9.508 0.4 -0.2 -1.5
O 0.132 -0.468 7.742 -1.5 -1.0 0.1
O -1.187 -2.565 7.204 0.2 1.1 0.1
H -2.595 -3.080 5.657 0.9 0.3 -0.1
H -2.986 -3.507 7.287 0.2 -0.3 0.0
H -4.131 -1.615 7.679 -0.1 -0.1 -0.3
H -3.671 -1.024 6.009 -0.4 -0.2 0.2
C -0.435 -1.086 -7.800 1.0 -2.4 -1.3
C 0.613 -1.561 -8.869 -0.5 0.0 0.4
O 1.987 -1.313 -8.343 -1.5 0.5 0.5
S 1.891 -0.659 -6.841 0.6 -0.4 0.2
O 2.772 0.538 -6.766 -2.8 -3.5 0.0
O 1.950 -1.781 -5.855 -0.2 3.5 -2.6
O 0.321 -0.170 -7.108 1.3 1.5 2.6
H -0.748 -1.999 -7.293 0.2 0.3 1.1
H -1.373 -0.696 -8.193 0.5 0.7 -0.2
H 0.375 -0.963 -9.749 1.0 -0.3 -0.3
H 0.510 -2.639 -8.996 0.2 0.2 -0.4
C -1.349 5.765 -4.171 0.7 -1.3 1.3
C -0.824 6.330 -2.814 -0.4 -0.7 -0.4
O -1.371 7.617 -2.892 -0.7 2.6 1.1
S -2.955 7.577 -3.273 0.3 -0.1 0.9
O -3.370 8.839 -3.862 1.1 -2.4 0.5
O -3.769 7.058 -2.171 1.7 0.5 -2.2
O -2.584 6.415 -4.358 -2.1 0.8 -0.6
H -1.541 4.692 -4.146 -0.1 0.0 0.3
H -0.662 5.893 -5.008 -0.1 0.7 0.0
H 0.257 6.354 -2.669 -0.1 0.4 -0.6
H -1.198 5.881 -1.893 -0.4 -0.6 -0.3
C 0.507 0.032 1.780 1.8 -0.6 1.2
C 1.496 0.001 0.554 -0.7 0.7 2.6
O 0.624 0.198 -0.503 -2.3 -0.5 -1.7
S -0.885 -0.377 -0.158 -3.7 1.0 -1.0
O -1.313 -1.493 -1.035 1.9 2.5 2.6
O -1.859 0.775 -0.071 3.5 -3.3 -0.1
O -0.480 -0.874 1.385 -1.7 -0.4 -2.9
H 0.005 0.936 2.124 0.6 0.5 -0.6
H 0.939 -0.462 2.650 0.3 0.3 0.0
H 1.928 -1.000 0.523 0.3 0.2 -0.1
H 2.202 0.831 0.576 0.1 -0.3 -0.1
```
Positions in Å, forces in eV/Å.

Results of the Mulliken charge analysis, in e, for atoms 1 through 99:
1. C -1.0275
2. C -0.2508
3. O -0.2833
4. C 0.3564
5. O -0.5234
6. C 0.8477
7. F -0.2193
8. F -0.2348
9. F -0.2289
10. H 0.3086
11. H 0.3464
12. H 0.3043
13. H 0.3410
14. H 0.2635
15. C -1.0866
16. C -0.2631
17. O -0.2564
18. C 0.4010
19. O -0.5623
20. C 0.8627
21. F -0.2159
22. F -0.2335
23. F -0.2174
24. H 0.2803
25. H 0.3741
26. H 0.3036
27. H 0.2775
28. H 0.3356
29. C -1.2318
30. C -0.1641
31. O -0.1758
32. C 0.2884
33. O -0.5520
34. C 0.9158
35. F -0.2338
36. F -0.2466
37. F -0.2340
38. H 0.3777
39. H 0.3371
40. H 0.3180
41. H 0.3322
42. H 0.2691
43. C -1.0622
44. C -0.1988
45. O -0.2792
46. C 0.4286
47. O -0.5413
48. C 0.8498
49. F -0.2589
50. F -0.2299
51. F -0.2434
52. H 0.2972
53. H 0.2849
54. H 0.3639
55. H 0.2977
56. H 0.2913
57. C -1.0101
58. C -0.2384
59. O -0.2773
60. C 0.4269
61. O -0.5712
62. C 0.8070
63. F -0.2376
64. F -0.2076
65. F -0.2273
66. H 0.3262
67. H 0.2899
68. H 0.2983
69. H 0.3269
70. H 0.2951
71. C -1.0503
72. C -0.2285
73. O -0.2847
74. C 0.3726
75. O -0.5167
76. C 0.8537
77. F -0.2385
78. F -0.2401
79. F -0.2268
80. H 0.3047
81. H 0.2851
82. H 0.3698
83. H 0.3065
84. H 0.2928
85. C -1.2270
86. C -0.0685
87. O -0.2377
88. C 0.4225
89. O -0.5544
90. C 0.8354
91. F -0.2215
92. F -0.2483
93. F -0.2333
94. H 0.3729
95. H 0.3405
96. H 0.3220
97. H 0.2350
98. H 0.2620
99. C -0.2544